C26H22F8O5 | wB97M-V/def2-TZVPD

Results
**Electronic energy**: -59296.954 eV
**LUMO level**: -0.685 eV
**Frontier orbital gap**: 8.8 eV

CARTESIAN COORDINATES (ANGSTROEM)
C  -1.9063  -0.6162  -0.8554
C  -2.0808  0.7455  -0.2127
F  -3.2117  0.6879  0.5879
C  -0.8846  1.3454  0.5591
C  0.2339  0.4339  1.0227
C  1.4219  0.2701  0.2623
C  1.5895  1.0923  -0.9998
C  1.0411  0.4888  -2.3206
O  1.9858  0.5097  -3.3736
C  2.4552  -0.5553  0.7451
C  3.8289  -0.7097  0.0941
F  4.6865  -1.2095  1.0162
F  4.3610  0.4798  -0.2693
C  3.9087  -1.6989  -1.1261
F  4.2909  -2.9070  -0.6639
F  2.7228  -1.8567  -1.7086
C  4.9869  -1.3117  -2.1675
F  5.0563  -2.2839  -3.0790
F  6.1590  -1.2189  -1.5596
F  4.7249  -0.1773  -2.7814
C  2.3117  -1.2434  1.9452
C  1.1762  -1.0439  2.7047
C  0.1430  -0.2093  2.2712
C  -0.9884  -0.0550  3.2400
O  -2.1467  -0.0214  2.9370
C  -0.5718  -0.0008  4.6742
C  -1.2094  0.8485  5.5731
C  -0.7728  0.8667  6.8964
C  0.2690  0.0301  7.3092
C  0.8912  -0.8316  6.4111
C  0.4717  -0.8390  5.0843
C  1.0992  -1.6892  4.0477
O  1.5314  -2.7856  4.2700
H  -2.8928  -1.0742  -0.8790
H  -1.2625  -1.3049  -0.3150
H  -1.6204  -0.5033  -1.8924
H  -2.3342  1.4518  -1.0007
H  -0.4938  2.1630  -0.0325
H  -1.3229  1.8184  1.4340
H  1.1001  2.0469  -0.8612
H  2.6312  1.3361  -1.1752
H  0.1766  1.0793  -2.6278
H  0.6968  -0.5237  -2.1731
H  2.2050  1.4303  -3.5406
H  3.0745  -1.8892  2.3423
H  -2.0211  1.4748  5.2401
H  -1.2528  1.5314  7.5973
H  0.5835  0.0776  8.3402
H  1.6925  -1.4734  6.7451
O  -1.7964  1.8734  -3.7878
C  -2.7764  1.2953  -4.1637
O  -3.7797  0.9560  -3.3248
C  -4.7697  0.1756  -4.0196
C  -4.5879  0.5255  -5.4912
C  -3.0871  0.8059  -5.5634
H  -4.5791  -0.8801  -3.8161
H  -5.7522  0.4382  -3.6364
H  -4.9284  -0.2609  -6.1613
H  -5.1440  1.4338  -5.7266
H  -2.5070  -0.0998  -5.7461
H  -2.8262  1.5617  -6.2983

Atomic forces in eV per Å
C -0.5 -0.1 0.1
C 0.2 -0.1 -0.6
F -0.1 0.2 0.4
C -0.2 -0.2 0.4
C 0.1 -0.3 0.1
C 0.0 0.3 0.0
C 0.1 -0.2 -0.3
C -0.4 0.7 0.2
O 0.1 -0.3 0.1
C 0.0 -0.1 0.1
C -0.2 -0.3 0.2
F 0.2 0.0 0.0
F -0.1 0.3 -0.1
C 0.5 0.0 0.4
F -0.1 -0.2 0.1
F -0.3 0.2 -0.3
C -0.4 -0.4 -0.1
F 0.0 -0.1 -0.1
F 0.5 0.0 0.2
F -0.1 0.4 -0.3
C -0.5 0.2 -0.1
C -0.1 0.0 -0.2
C 0.5 -0.1 -0.4
C 0.4 0.0 0.3
O -0.6 0.2 -0.3
C 0.3 0.0 0.1
C 0.4 -0.4 0.3
C 0.1 -0.3 -0.4
C -0.3 0.3 -0.3
C -0.3 0.2 0.1
C -0.3 0.5 0.4
C -0.2 0.5 0.0
O 0.5 -0.7 0.2
H -0.1 0.0 0.0
H 0.3 0.1 0.0
H 0.4 -0.1 -0.2
H 0.0 0.1 -0.1
H 0.1 0.0 -0.1
H -0.1 0.1 0.1
H 0.0 0.2 0.1
H 0.1 -0.2 0.1
H -0.2 -0.1 0.0
H 0.2 -0.4 -0.1
H 0.0 0.0 -0.1
H 0.1 -0.1 -0.1
H -0.1 0.1 -0.1
H 0.0 0.1 0.1
H 0.1 -0.1 0.1
H 0.1 -0.1 -0.1
O -0.1 0.0 0.1
C 0.3 -0.1 -0.1
O 0.0 0.0 0.0
C -0.1 -0.1 -0.1
C 0.1 0.0 -0.1
C -0.4 0.1 0.0
H 0.0 0.0 0.0
H 0.1 0.0 0.1
H 0.0 0.0 0.0
H 0.0 0.0 0.0
H 0.1 0.0 0.0
H 0.2 0.0 0.0

---

C26H22GeN5OSV | wB97M-V/def2-TZVPD

Results
**Electronic energy**: -129852.427 eV
**Charge**: +1
**Multiplicity**: 4
**LUMO level (alpha / beta)**: -3.437 / -3.488 eV
**Frontier orbital gap (alpha / beta)**: 7.0 / 7.4 eV

CARTESIAN COORDINATES (ANGSTROEM)
V  -0.4150  1.1548  -0.6184
N  2.0042  -2.0045  -2.3155
C  1.0589  -1.0910  -2.0711
S  1.5463  0.5882  -1.9609
N  -0.1875  -1.5225  -1.9953
N  -1.0308  -0.5022  -1.7424
C  -2.2303  -0.5181  -2.1887
C  -2.9825  0.7247  -2.0661
C  -4.2876  0.8380  -2.5194
C  -4.9146  2.0719  -2.4615
C  -4.2218  3.1592  -1.9554
C  -2.9239  2.9713  -1.5189
N  -2.3043  1.7876  -1.5732
H  2.9619  -1.7264  -2.4200
H  1.7392  -2.9658  -2.4503
H  -2.6331  -1.3618  -2.7394
H  -4.7944  -0.0307  -2.9166
H  -5.9311  2.1833  -2.8153
H  -4.6707  4.1405  -1.9015
H  -2.3470  3.7936  -1.1184
O  1.7517  -1.6483  1.3538
C  1.1525  -0.6638  1.3491
N  0.5339  0.3850  1.2850
C  -0.2196  5.3390  -0.3184
C  -1.1391  5.2212  0.7213
C  -1.1150  4.1121  1.5534
C  -0.1372  3.1256  1.3881
C  0.8049  3.2702  0.3606
C  0.7435  4.3602  -0.5074
Ge  -0.0359  1.6218  2.6249
C  1.2594  1.6975  4.0363
C  2.1053  2.7964  4.1680
C  3.0430  2.8300  5.1902
C  3.1390  1.7671  6.0779
C  2.2983  0.6687  5.9501
C  1.3555  0.6336  4.9336
C  -1.8055  1.0385  3.1269
C  -2.2381  1.1212  4.4482
C  -3.5296  0.7350  4.7848
C  -4.3923  0.2653  3.8056
C  -3.9696  0.1787  2.4848
C  -2.6824  0.5658  2.1512
H  -0.2514  6.1995  -0.9740
H  -1.8837  5.9920  0.8750
H  -1.8511  4.0173  2.3439
H  1.6248  2.5640  0.2612
H  1.4691  4.4500  -1.3055
H  2.0377  3.6276  3.4750
H  3.6988  3.6844  5.2926
H  3.8716  1.7936  6.8736
H  2.3750  -0.1587  6.6431
H  0.6970  -0.2243  4.8450
H  -1.5682  1.4843  5.2196
H  -3.8589  0.7993  5.8135
H  -5.3961  -0.0391  4.0712
H  -4.6400  -0.1960  1.7218
H  -2.3590  0.4747  1.1159

Atomic forces in eV per Å
V 0.1 0.2 -0.2
N 0.0 0.0 0.0
C 0.0 0.1 0.0
S 0.0 0.0 0.2
N 0.0 -0.2 0.0
N -0.1 0.3 0.2
C 0.1 -0.2 0.0
C -0.1 0.2 0.0
C 0.0 0.0 0.0
C 0.0 0.0 0.0
C 0.0 0.0 0.0
C 0.1 -0.1 0.0
N 0.0 0.0 0.2
H 0.0 0.0 0.0
H 0.0 0.0 0.0
H 0.1 0.0 0.0
H 0.0 0.0 0.0
H 0.0 0.0 0.0
H 0.0 0.0 0.0
H 0.0 0.0 0.0
O 0.0 -0.1 0.1
C 0.1 0.1 -0.1
N -0.3 -0.1 -0.2
C 0.0 0.0 0.0
C 0.0 0.0 0.0
C 0.0 0.1 -0.1
C 0.0 0.0 0.1
C 0.0 0.0 0.0
C 0.0 0.0 0.0
Ge 0.0 -0.1 0.0
C -0.1 0.1 -0.1
C 0.0 0.0 0.0
C 0.0 0.0 0.0
C 0.0 0.0 0.0
C 0.0 0.0 0.0
C 0.0 0.0 0.0
C 0.1 0.0 0.0
C 0.0 0.0 0.0
C 0.0 0.0 0.0
C 0.0 0.0 0.0
C 0.0 0.0 0.0
C 0.0 0.0 0.1
H 0.0 0.0 0.0
H 0.0 0.0 0.0
H 0.0 0.0 0.0
H 0.0 0.0 0.0
H 0.0 0.0 0.0
H 0.0 0.0 0.0
H 0.0 0.0 0.0
H 0.0 0.0 0.0
H 0.0 0.0 0.0
H 0.0 0.0 0.0
H 0.0 0.0 0.0
H 0.0 0.0 0.0
H 0.0 0.0 0.0
H 0.0 0.0 0.0
H 0.0 0.0 0.0